No. 1
Computed, not measured: a molecular structure, C12H24BrHfO8, with ωB97M-V/def2-TZVPD.

Last column: natural (NBO) charge in e.
CARTESIAN COORDINATES (ANGSTROEM)
Hf (7.91, -17.91, -9.43)  2.55
Br (10.39, -18.42, -10.78)  -0.19
C (5.46, -21.67, -12.87)  -0.29
O (6.28, -20.78, -12.11)  -0.46
C (6.72, -19.59, -12.43)  1.08
O (7.36, -18.88, -11.61)  -0.80
O (6.30, -19.30, -13.66)  -0.44
C (6.81, -18.15, -14.38)  -0.29
H (5.76, -21.84, -13.90)  0.24
H (4.42, -21.38, -12.77)  0.23
H (5.31, -22.61, -12.33)  0.23
H (6.54, -18.14, -15.43)  0.26
H (7.90, -18.12, -14.49)  0.22
H (6.37, -17.27, -13.90)  0.20
C (12.61, -15.24, -7.50)  -0.27
O (11.46, -15.91, -7.94)  -0.46
C (10.33, -15.29, -8.40)  1.08
O (9.31, -15.95, -8.72)  -0.80
O (10.46, -13.96, -8.51)  -0.44
C (9.31, -13.16, -8.94)  -0.26
H (13.48, -15.90, -7.49)  0.24
H (12.47, -14.86, -6.49)  0.22
H (12.89, -14.47, -8.22)  0.22
H (9.05, -13.26, -9.99)  0.21
H (9.55, -12.10, -8.84)  0.26
H (8.47, -13.47, -8.33)  0.18
C (6.83, -22.43, -8.74)  -0.71
C (8.19, -21.70, -9.01)  0.73
O (8.19, -20.53, -9.43)  -0.72
C (9.52, -22.42, -8.85)  -0.75
H (6.50, -22.76, -9.73)  0.27
H (6.05, -21.76, -8.39)  0.24
H (7.07, -23.23, -8.04)  0.27
H (9.50, -23.09, -7.99)  0.28
H (10.34, -21.73, -8.68)  0.26
H (9.83, -23.04, -9.70)  0.30
C (4.82, -14.64, -7.84)  -0.73
C (6.08, -15.22, -7.19)  0.73
O (6.71, -16.11, -7.80)  -0.75
C (6.61, -14.54, -5.92)  -0.74
H (4.28, -14.10, -7.07)  0.27
H (4.21, -15.35, -8.40)  0.26
H (5.20, -13.97, -8.61)  0.27
H (6.24, -15.05, -5.02)  0.30
H (6.40, -13.47, -5.87)  0.28
H (7.68, -14.74, -5.89)  0.24

Values from the calculation:
HOMO: -19.31 eV
total charge: +3
energy relative to the best compared isomer or geometry (same formula, charge and spin): 0.000 eV
frontier orbital gap: 0.223 hartree
lowest unoccupied orbital energy: -13.25 eV


No. 2
Computed, not measured: a molecular structure, C12H24Cl2N2SV, with ωB97M-V/def2-TZVPD.

Last column: natural (NBO) charge in e.
CARTESIAN COORDINATES (ANGSTROEM)
V (-0.07, -0.56, -0.50)  0.72
Cl (-1.59, -0.14, -2.13)  -0.42
Cl (1.46, -0.25, 1.17)  -0.48
C (-0.45, -2.29, -0.21)  -0.58
H (0.00, -2.73, 0.69)  0.23
H (-1.40, -2.73, -0.52)  0.24
C (1.40, -1.09, -1.86)  -0.37
C (0.67, -2.29, -1.57)  -0.29
H (2.21, -0.82, -1.15)  0.24
C (-0.06, -2.95, -2.78)  -0.39
H (1.37, -3.06, -1.19)  0.24
C (0.45, -2.54, -4.16)  -0.40
H (0.04, -4.04, -2.68)  0.21
H (-1.13, -2.72, -2.70)  0.22
C (0.63, -1.03, -4.29)  -0.41
H (1.41, -3.01, -4.37)  0.19
H (-0.25, -2.88, -4.94)  0.21
C (1.56, -0.45, -3.22)  -0.41
H (1.03, -0.78, -5.28)  0.20
H (-0.34, -0.54, -4.21)  0.23
H (2.59, -0.59, -3.60)  0.20
H (1.46, 0.65, -3.15)  0.21
C (-1.80, -0.37, 3.15)  -0.40
N (-1.21, 0.96, 3.19)  -0.40
C (-0.47, 1.29, 4.41)  -0.42
C (-0.94, 1.58, 2.03)  0.44
S (-1.64, 0.91, 0.60)  -0.12
N (-0.07, 2.62, 1.94)  -0.45
C (-0.17, 3.76, 2.84)  -0.41
C (0.51, 2.93, 0.63)  -0.40
H (-1.94, -0.71, 4.18)  0.20
H (-1.14, -1.08, 2.63)  0.22
H (-2.77, -0.34, 2.64)  0.23
H (0.60, 1.46, 4.20)  0.22
H (-0.91, 2.17, 4.90)  0.20
H (-0.56, 0.45, 5.10)  0.22
H (0.51, 4.53, 2.47)  0.22
H (-1.18, 4.18, 2.89)  0.20
H (0.16, 3.50, 3.85)  0.21
H (1.05, 2.05, 0.27)  0.23
H (-0.25, 3.23, -0.10)  0.22
H (1.23, 3.74, 0.79)  0.20

Values from the calculation:
2S+1: 2
HOMO (spin up / spin down): -7.95 / -7.73 eV
energy relative to the best compared isomer or geometry (same formula, charge and spin): 0.000 eV
frontier orbital gap (spin up / spin down): 0.309 / 0.303 hartree
lowest unoccupied orbital energy (spin up / spin down): 0.47 / 0.50 eV


No. 3
Computed, not measured: a molecular structure, C12H24ClIMgO12, with ωB97M-V/def2-TZVPD.

Last column: natural (NBO) charge in e.
CARTESIAN COORDINATES (ANGSTROEM)
Mg (0.07, -0.07, -0.03)  1.73
I (-0.59, 1.37, -2.39)  -0.89
Cl (0.40, -1.27, 1.86)  -0.90
C (3.48, -0.22, -2.81)  -0.26
O (3.34, -1.58, -2.46)  -0.50
C (2.36, -1.98, -1.58)  1.03
O (1.53, -1.18, -1.09)  -0.76
O (2.52, -3.19, -1.17)  -0.47
C (1.57, -3.70, -0.22)  -0.27
H (2.57, 0.24, -3.19)  0.22
H (4.08, -0.19, -3.72)  0.20
H (3.80, 0.30, -1.91)  0.19
H (0.58, -3.24, -0.24)  0.22
H (1.91, -3.84, 0.81)  0.22
H (1.44, -4.68, -0.68)  0.19
C (4.04, 1.91, 2.44)  -0.25
O (2.95, 1.36, 1.92)  -0.47
C (2.19, 1.96, 0.97)  1.05
O (1.36, 1.33, 0.34)  -0.72
O (2.54, 3.26, 0.82)  -0.51
C (1.83, 4.03, -0.16)  -0.27
H (4.91, 1.62, 1.84)  0.18
H (4.28, 1.42, 3.39)  0.20
H (3.83, 2.96, 2.62)  0.20
H (0.81, 4.23, 0.18)  0.20
H (1.84, 3.61, -1.17)  0.22
H (2.36, 4.97, -0.30)  0.20
C (-3.01, -2.61, 1.36)  -0.26
O (-2.93, -2.94, -0.02)  -0.48
C (-2.16, -2.36, -0.88)  1.03
O (-1.29, -1.50, -0.69)  -0.76
O (-2.43, -2.88, -2.04)  -0.49
C (-1.73, -2.51, -3.27)  -0.28
H (-2.00, -2.73, 1.76)  0.23
H (-3.65, -3.34, 1.86)  0.20
H (-3.35, -1.59, 1.50)  0.19
H (-0.67, -2.30, -3.11)  0.21
H (-2.08, -1.51, -3.52)  0.22
H (-1.93, -3.14, -4.13)  0.21
C (-4.73, 0.75, 0.10)  -0.27
O (-4.12, 1.45, 1.20)  -0.50
C (-2.75, 1.55, 1.35)  1.03
O (-1.82, 0.93, 0.77)  -0.70
O (-2.59, 2.41, 2.41)  -0.50
C (-1.29, 2.74, 2.91)  -0.26
H (-4.94, -0.29, 0.34)  0.19
H (-4.17, 0.80, -0.83)  0.22
H (-5.60, 1.32, -0.22)  0.21
H (-1.29, 3.49, 3.70)  0.21
H (-0.63, 3.06, 2.11)  0.18
H (-0.88, 1.79, 3.27)  0.21

Values from the calculation:
HOMO: -7.43 eV
energy relative to the best compared isomer or geometry (same formula, charge and spin): 1.723 eV
frontier orbital gap: 0.290 hartree
lowest unoccupied orbital energy: 0.47 eV


No. 4
Computed, not measured: a molecular structure, C12H24CrN4OP2, with ωB97M-V/def2-TZVPD.

Last column: natural (NBO) charge in e.
CARTESIAN COORDINATES (ANGSTROEM)
Cr (-0.09, -0.04, 0.75)  0.79
P (-1.34, -1.89, 1.34)  0.39
P (-0.69, 1.80, 1.97)  0.37
N (0.54, -1.22, -0.84)  -0.49
N (0.93, 1.28, -0.46)  -0.40
H (1.62, -1.12, -2.67)  0.21
H (2.55, 1.25, -1.84)  0.22
H (2.63, -0.99, -1.22)  0.22
C (1.66, -0.71, -1.65)  -0.24
H (0.94, 1.09, -2.57)  0.24
C (1.55, 0.80, -1.69)  -0.26
H (0.09, -2.85, -2.04)  0.19
H (1.43, 3.30, -0.76)  0.21
C (-0.16, -2.24, -1.16)  0.21
C (0.91, 2.56, -0.12)  0.02
H (-1.01, -3.86, -0.02)  0.26
C (-1.23, -2.81, -0.28)  -0.75
H (-2.22, -2.78, -0.76)  0.28
H (-2.01, 2.31, 1.95)  0.07
H (-0.24, 1.99, 3.30)  0.02
H (-2.74, -1.82, 1.51)  0.06
H (-0.93, -2.89, 2.27)  -0.02
O (-1.89, 0.30, -0.09)  -0.88
C (-2.07, 0.60, -1.46)  0.12
C (-3.22, -0.20, -2.05)  -0.62
C (-2.38, 2.10, -1.56)  -0.62
H (-1.13, 0.25, -1.99)  0.12
H (-2.93, -1.25, -2.15)  0.19
H (-4.10, -0.12, -1.42)  0.22
H (-3.46, 0.19, -3.05)  0.21
H (-1.58, 2.73, -1.15)  0.19
H (-2.57, 2.41, -2.60)  0.21
H (-3.28, 2.30, -0.98)  0.22
C (0.23, 3.00, 1.02)  -0.37
H (0.27, 4.05, 1.29)  0.24
N (3.30, -1.66, 2.60)  -0.49
C (3.65, -0.32, 2.76)  -0.07
C (2.64, 0.39, 2.19)  -0.08
N (1.69, -0.49, 1.69)  -0.53
C (2.13, -1.73, 1.94)  0.21
H (3.82, -2.47, 2.92)  0.44
H (4.54, -0.01, 3.26)  0.25
H (2.52, 1.46, 2.11)  0.23
H (1.62, -2.66, 1.70)  0.22

Values from the calculation:
2S+1: 6
HOMO (spin up / spin down): -8.17 / -11.09 eV
total charge: +1
frontier orbital gap (spin up / spin down): 0.216 / 0.226 hartree
lowest unoccupied orbital energy (spin up / spin down): -2.29 / -4.93 eV


No. 5
Computed, not measured: a molecular structure, C12H24F6GeMoNO10PS4Se, with ωB97M-V/def2-TZVPD.

Last column: natural (NBO) charge in e.
CARTESIAN COORDINATES (ANGSTROEM)
Mo (0.26, -0.80, 0.71)  1.27
F (-1.82, -1.38, 5.28)  -0.30
C (-0.66, -2.01, 5.48)  0.74
F (-0.89, -3.17, 6.08)  -0.30
F (0.11, -1.26, 6.25)  -0.30
S (0.20, -2.28, 3.88)  2.25
O (0.31, -0.95, 3.29)  -0.94
O (1.38, -3.03, 4.14)  -0.88
N (-0.96, -3.12, 3.17)  -1.22
S (-1.01, -3.68, 1.75)  2.26
O (-0.44, -2.76, 0.70)  -0.90
O (-2.29, -4.20, 1.39)  -0.87
C (0.18, -5.09, 1.63)  0.74
F (-0.02, -5.72, 0.48)  -0.30
F (-0.04, -5.92, 2.64)  -0.29
F (1.43, -4.65, 1.68)  -0.29
C (-3.09, 0.99, -1.77)  -0.65
C (-3.74, 2.07, -0.92)  0.12
C (-3.78, 3.41, -1.62)  -0.63
O (-3.14, 2.27, 0.39)  -0.84
P (-1.71, 1.99, 0.99)  1.74
S (-1.42, 2.85, 2.66)  -0.45
S (-1.85, -0.15, 1.29)  -0.19
O (-0.71, 2.12, -0.21)  -0.90
C (0.51, 2.90, -0.52)  0.13
C (0.28, 3.47, -1.90)  -0.63
C (0.85, 3.97, 0.49)  -0.65
H (-3.70, 0.85, -2.66)  0.23
H (-3.04, 0.04, -1.24)  0.23
H (-2.09, 1.30, -2.07)  0.21
H (-4.76, 1.76, -0.67)  0.20
H (-2.77, 3.73, -1.87)  0.21
H (-4.24, 4.17, -0.98)  0.23
H (-4.35, 3.34, -2.54)  0.22
H (1.30, 2.16, -0.54)  0.21
H (-0.49, 4.24, -1.89)  0.21
H (-0.01, 2.69, -2.61)  0.21
H (1.21, 3.92, -2.26)  0.23
H (0.04, 4.69, 0.60)  0.22
H (1.74, 4.49, 0.13)  0.23
H (1.08, 3.54, 1.47)  0.25
C (0.90, -1.27, -3.97)  -1.08
Ge (1.82, -0.96, -2.27)  1.60
C (2.83, 0.70, -2.33)  -1.09
C (2.81, -2.54, -1.73)  -1.08
C (0.22, -0.61, -1.08)  -0.61
H (1.63, -1.44, -4.76)  0.24
H (0.29, -0.40, -4.24)  0.23
H (0.25, -2.15, -3.90)  0.24
H (3.61, 0.60, -3.08)  0.25
H (3.30, 0.90, -1.37)  0.27
H (2.18, 1.53, -2.62)  0.23
H (3.54, -2.74, -2.52)  0.24
H (2.14, -3.39, -1.65)  0.24
H (3.33, -2.39, -0.80)  0.27
H (-0.63, -0.28, -1.69)  0.27
O (3.26, -0.32, 3.16)  -0.92
Se (2.95, -0.46, 1.63)  2.76
O (1.64, 0.56, 1.11)  -0.94
O (1.95, -1.80, 1.24)  -0.94
O (4.11, -0.33, 0.55)  -0.98

Values from the calculation:
HOMO: -9.39 eV
energy relative to the best compared isomer or geometry (same formula, charge and spin): 0.009 eV
frontier orbital gap: 0.243 hartree
lowest unoccupied orbital energy: -2.77 eV


No. 6
Computed, not measured: 3 unconnected molecules or ions with the total composition C12H24F9N2O4PS2, with ωB97M-V/def2-TZVPD.

Last column: natural (NBO) charge in e.
CARTESIAN COORDINATES (ANGSTROEM)
N (0.70, -1.16, -0.90)  -1.21
P (-0.51, 0.08, -0.38)  1.54
C (-0.18, 0.96, -1.97)  -0.79
C (-1.31, 0.91, -3.00)  0.05
F (-1.40, 2.12, -3.66)  -0.37
C (0.52, 0.41, 1.12)  -0.72
C (2.05, 0.29, 1.06)  -0.49
C (2.78, 1.12, 0.04)  0.99
F (3.07, 0.48, -1.11)  -0.32
F (2.16, 2.28, -0.28)  -0.33
F (3.99, 1.48, 0.58)  -0.34
C (-1.81, -1.29, -0.23)  -0.39
O (-2.41, -1.48, -1.51)  -0.47
N (-2.91, -2.84, -1.56)  0.39
O (-4.06, -2.87, -1.62)  -0.20
C (-1.89, 1.34, 0.20)  0.31
F (-2.08, 1.14, 1.55)  -0.36
F (-3.10, 1.10, -0.38)  -0.34
C (-1.67, 2.86, 0.03)  0.91
F (-2.00, 3.27, -1.21)  -0.31
F (-0.41, 3.23, 0.28)  -0.32
F (-2.47, 3.53, 0.90)  -0.32
H (0.88, -1.88, -0.22)  0.36
H (0.42, -1.58, -1.78)  0.37
H (0.68, 0.48, -2.41)  0.26
H (0.12, 1.99, -1.84)  0.28
H (-1.08, 0.16, -3.76)  0.17
H (-2.29, 0.68, -2.60)  0.19
H (0.30, 1.36, 1.57)  0.25
H (0.18, -0.32, 1.86)  0.26
H (2.41, 0.65, 2.02)  0.24
H (2.42, -0.72, 0.99)  0.25
H (-2.55, -1.12, 0.55)  0.25
H (-1.31, -2.22, 0.02)  0.20
C (-5.83, -1.40, 3.46)  -0.83
S (-5.79, -0.70, 1.81)  1.27
O (-4.49, -1.06, 1.21)  -1.01
C (-5.65, 1.02, 2.34)  -0.83
H (-5.87, -2.49, 3.36)  0.24
H (-4.92, -1.12, 4.00)  0.23
H (-6.71, -1.05, 3.99)  0.23
H (-4.75, 1.14, 2.95)  0.24
H (-6.54, 1.30, 2.90)  0.23
H (-5.57, 1.63, 1.44)  0.25
C (6.54, -1.85, -2.09)  -0.83
S (6.81, -1.98, -0.32)  1.25
O (5.48, -1.94, 0.33)  -0.99
C (7.53, -0.34, -0.13)  -0.83
H (6.05, -2.77, -2.42)  0.24
H (5.91, -1.00, -2.30)  0.24
H (7.50, -1.76, -2.60)  0.23
H (6.83, 0.41, -0.48)  0.24
H (8.46, -0.29, -0.70)  0.23
H (7.74, -0.19, 0.92)  0.24

Values from the calculation:
HOMO: -8.84 eV
frontier orbital gap: 0.329 hartree
lowest unoccupied orbital energy: 0.10 eV